1.
C4H8O2 in the gas phase in a non-equilibrium geometry. Source: the Open Molecules 2025 dataset; level of theory: wB97M-V/def2-TZVPD.

The geometry in XYZ format:
```
14
Properties=species:S:1:pos:R:3:lowdin_charge:R:1
C 1.70491 -0.67414 -0.98102 -0.100
O 0.53399 0.12068 -0.95268 -0.175
C -0.49751 -0.46350 -0.18401 -0.286
C -0.35322 0.09007 1.20588 -0.038
C -1.51472 0.50779 0.36017 -0.312
O -1.60154 1.81526 -0.10865 0.001
H 1.56678 -1.45545 -1.73350 0.087
H 1.94425 -1.14274 -0.01044 0.095
H 2.55459 -0.04434 -1.27061 0.092
H -0.75390 -1.48636 -0.45807 0.149
H 0.51269 0.70523 0.87278 0.133
H -0.46914 -0.42161 2.16444 0.109
H -2.50486 0.08657 0.57241 0.148
H -1.12233 2.36256 0.52331 0.098
```

Summary:
ΔE to the lowest compared entry with this formula, charge and spin = 3.113 eV
HOMO = -9.47 eV
2S+1 = 1
total charge = 0
SMILES = CO[C@H]1C[C@H]1O

2.
2 unconnected molecules or ions with the total composition C7H5Br2ClN2O3 in a non-equilibrium geometry. Source: the Open Molecules 2025 dataset; level of theory: wB97M-V/def2-TZVPD.

The geometry in XYZ format:
```
20
Properties=species:S:1:pos:R:3:lowdin_charge:R:1
C -1.49176 -1.93859 0.12281 -0.091
C -0.73956 -1.18465 -0.74438 -0.030
C -1.44433 -1.82829 1.52143 -0.116
C 0.04728 0.07460 1.12316 -0.352
C 0.16002 -0.22875 -0.26717 -0.198
C -0.71031 -0.77319 1.95966 -0.671
C 1.38034 0.69824 -2.09178 -0.624
N 0.68114 1.11058 1.70932 0.129
N 2.30317 1.69628 -2.34277 -0.428
O 2.60469 2.46313 -1.42701 0.069
O 2.69380 1.75259 -3.49936 -0.012
O 0.90384 0.68247 -0.91285 0.065
Cl -0.60643 -0.48312 3.66319 0.732
Br -2.77152 1.47561 0.93766 0.135
Br 0.83170 -0.28040 -3.59179 0.968
H -2.19383 -2.60616 -0.16399 0.074
H -0.75946 -1.17056 -1.80638 0.036
H -2.08118 -2.56989 2.15399 0.159
H 0.86988 1.80436 1.01678 0.102
H 0.32252 1.30574 2.63947 0.052
```

Summary:
ΔE to the lowest compared entry with this formula, charge and spin = 1.925 eV
HOMO (spin up / spin down) = -8.89 / -8.33 eV
2S+1 = 1
total charge = 0

3.
9 unconnected molecules or ions with the total composition C32H64Cl4O21 in a non-equilibrium geometry. Source: the Open Molecules 2025 dataset; level of theory: wB97M-V/def2-TZVPD.

The geometry in XYZ format:
```
121
Properties=species:S:1:pos:R:3:lowdin_charge:R:1
Cl -6.98937 29.39447 -15.97923 0.863
C -5.24715 29.19190 -16.11331 -0.520
C -5.04137 28.29336 -17.38712 -0.501
Cl -5.70627 29.06055 -18.88437 0.842
H -4.88869 28.74114 -15.18788 0.084
H -4.70554 30.13670 -16.15925 0.061
H -5.59338 27.35557 -17.32438 0.067
H -3.99070 28.09505 -17.59891 0.055
Cl -2.80136 31.82202 -23.38338 0.608
C -4.12838 31.32899 -22.30701 -0.644
C -4.32612 29.84151 -22.26637 -0.619
Cl -2.89310 28.94610 -21.58832 0.601
H -5.04125 31.67168 -22.79417 0.078
H -4.08380 31.71393 -21.28821 0.068
H -4.38373 29.49370 -23.29778 0.038
H -5.21685 29.44896 -21.77584 0.032
C -6.33121 28.72201 -25.22525 -0.041
C -7.73760 28.91651 -24.58571 -0.186
O -8.12948 27.91594 -23.65730 0.020
C -8.06463 27.97888 -22.29042 -0.503
O -7.66713 28.92132 -21.62585 0.074
O -8.33241 26.74443 -21.79593 0.020
C -8.02319 26.56119 -20.44117 -0.079
H -6.36365 28.75245 -26.31434 0.077
H -5.88745 27.74992 -25.01029 0.085
H -5.67809 29.53176 -24.89992 0.048
H -8.49181 28.83468 -25.36838 0.124
H -7.80925 29.90045 -24.12220 0.119
H -7.00226 26.84717 -20.18820 0.063
H -8.20455 25.56059 -20.04875 0.102
H -8.68708 27.13200 -19.79193 0.089
C 1.11107 28.90479 -15.27391 -0.074
C 1.09498 29.09931 -16.71607 -0.256
O 0.62565 27.94121 -17.36593 0.035
C -0.68870 27.54367 -17.36705 -0.458
O -1.59614 28.00083 -16.65835 0.074
O -0.84790 26.56403 -18.33099 0.004
C -2.19266 26.23243 -18.66112 -0.058
H 1.64460 27.99586 -14.99591 0.099
H 0.08331 28.97526 -14.91774 0.071
H 1.61817 29.73574 -14.78354 0.092
H 2.10641 29.16466 -17.11711 0.134
H 0.67618 30.07000 -16.98150 0.117
H -2.23473 25.28328 -19.19537 0.103
H -2.64996 26.89164 -19.39896 0.055
H -2.81614 26.20572 -17.76744 0.083
C -1.75823 35.90486 -19.84140 -0.029
C -2.94460 34.99528 -20.37039 -0.191
O -3.07714 33.87978 -19.54063 -0.004
C -2.23787 32.86086 -19.62477 -0.648
O -1.26602 32.71199 -20.31161 0.141
O -2.57746 32.05116 -18.64486 -0.007
C -1.77830 30.86473 -18.48092 -0.027
H -2.01848 36.15694 -18.81338 0.074
H -1.78462 36.85978 -20.36632 0.077
H -0.82174 35.34743 -19.86017 0.074
H -2.85779 34.61856 -21.38954 0.116
H -3.83891 35.61816 -20.35242 0.121
H -0.70186 31.01498 -18.56344 0.096
H -1.98982 30.07864 -19.20578 0.046
H -2.05810 30.39747 -17.53674 0.082
C -5.25679 32.52091 -11.71897 -0.037
C -4.64154 33.72689 -12.57406 -0.205
O -5.29059 33.90296 -13.78204 0.022
C -4.99453 33.08450 -14.85601 -0.484
O -4.10789 32.22938 -14.87414 0.094
O -5.64887 33.49356 -15.97705 -0.003
C -5.05710 33.09091 -17.20609 -0.043
H -6.33829 32.55010 -11.58631 0.061
H -4.88296 32.42307 -10.69976 0.079
H -5.07663 31.51666 -12.10255 0.042
H -3.58391 33.99039 -12.58128 0.131
H -4.97453 34.54065 -11.92986 0.115
H -5.75977 33.36621 -17.99258 0.104
H -4.95190 32.00694 -17.25145 0.063
H -4.14453 33.63929 -17.43975 0.092
C -9.68827 31.87552 -12.85522 -0.042
C -9.22429 30.74618 -13.79607 -0.235
O -9.16505 29.38946 -13.23983 -0.011
C -10.16176 28.56595 -13.65674 -0.495
O -11.11611 29.00650 -14.33587 0.082
O -10.01606 27.34339 -12.99112 -0.045
C -10.87819 26.20805 -13.22819 -0.030
H -9.99736 32.69278 -13.50686 0.095
H -8.89614 31.98721 -12.11484 0.062
H -10.47065 31.48429 -12.20488 0.083
H -8.25396 31.18223 -14.03360 0.081
H -9.81015 30.69650 -14.71390 0.110
H -11.42007 26.22385 -14.17382 0.096
H -11.67487 26.18384 -12.48468 0.096
H -10.19821 25.36280 -13.12193 0.092
C -8.78737 26.69399 -16.56726 -0.070
C -7.95222 25.82302 -15.67611 -0.237
O -7.04709 25.03987 -16.43988 0.014
C -7.38782 23.80162 -16.86884 -0.541
O -8.45384 23.21155 -16.82037 0.124
O -6.22914 23.26150 -17.33581 -0.031
C -6.16847 21.96746 -18.06212 0.005
H -8.13464 27.11013 -17.33463 0.049
H -9.01387 27.44088 -15.80637 0.038
H -9.72372 26.19547 -16.81790 0.102
H -8.64283 25.26019 -15.04811 0.118
H -7.39169 26.40561 -14.94502 0.119
H -7.11364 21.45953 -17.87044 0.087
H -5.38970 21.26102 -17.77477 0.090
H -6.01642 22.17623 -19.12109 0.088
C -7.16285 29.16324 -10.37816 -0.055
C -6.24094 28.81095 -11.50939 -0.215
O -4.91938 28.50847 -10.92513 0.035
C -3.97884 28.13599 -11.85366 -0.553
O -4.13626 27.75625 -12.97428 0.130
O -2.82115 28.09554 -11.15779 -0.005
C -1.60791 27.89386 -11.81526 -0.058
H -6.70728 28.89399 -9.42524 0.090
H -8.16451 28.75769 -10.52063 0.079
H -7.24757 30.24962 -10.35188 0.065
H -6.25972 29.62830 -12.23028 0.096
H -6.69915 27.97729 -12.04153 0.114
H -0.86511 28.28407 -11.11950 0.101
H -1.55422 28.45138 -12.75035 0.088
H -1.37390 26.84757 -12.01175 0.101
```

Summary:
HOMO (spin up / spin down) = -12.91 / -12.91 eV
2S+1 = 2
total charge = +1

Q: The highest 2S+1 belongs to which entry?
A: C32H64Cl4O21